(1)
{
  "formula": "C25H32N6O2PdS2Si",
  "method": "the ωB97M-V functional and the def2-TZVPD basis",
  "symbols": ["Pd", "C", "S", "C", "S", "N", "N", "C", "C", "C", "C", "C", "C", "N", "H", "H", "H", "H", "H", "H", "H", "H", "C", "Si", "C", "C", "N", "C", "C", "C", "C", "C", "C", "O", "C", "C", "C", "C", "C", "C", "H", "H", "H", "H", "H", "H", "H", "H", "H", "H", "H", "H", "H", "H", "H", "H", "H", "H", "C", "N", "C", "N", "O", "H", "H", "H", "H", "H", "H"],
  "xyz": [[0.536, -0.238, 0.001], [-0.486, 3.446, 4.473], [0.694, 3.608, 3.112], [0.751, 2.021, 2.434], [1.906, 1.773, 1.183], [-0.002, 1.041, 2.898], [0.072, -0.122, 2.216], [0.009, -1.217, 2.862], [0.056, -2.459, 2.093], [-0.012, -3.692, 2.706], [0.018, -4.832, 1.912], [0.101, -4.688, 0.540], [0.172, -3.408, -0.001], [0.159, -2.322, 0.759], [-0.221, 4.220, 5.190], [-0.392, 2.466, 4.930], [-1.500, 3.603, 4.115], [-0.049, -1.228, 3.947], [-0.093, -3.760, 3.783], [-0.027, -5.815, 2.362], [0.116, -5.551, -0.113], [0.238, -3.244, -1.067], [4.885, 0.604, -1.446], [3.427, -0.529, -1.625], [3.415, -1.482, -3.215], [3.437, -1.735, -0.213], [1.910, 0.436, -1.566], [1.562, 1.475, -2.319], [2.350, 1.893, -3.446], [1.971, 2.938, -4.232], [0.790, 3.648, -3.935], [-0.015, 3.281, -2.868], [0.344, 2.210, -2.077], [-0.381, 1.807, -1.007], [-1.750, 2.142, -0.906], [-2.627, 1.767, -1.904], [-3.973, 2.060, -1.747], [-4.422, 2.706, -0.601], [-3.519, 3.063, 0.390], [-2.166, 2.783, 0.239], [5.781, -0.007, -1.304], [4.783, 1.253, -0.572], [5.054, 1.237, -2.319], [4.236, -2.207, -3.190], [3.565, -0.847, -4.093], [2.482, -2.038, -3.345], [4.465, -2.101, -0.115], [2.803, -2.602, -0.411], [3.164, -1.304, 0.750], [3.255, 1.344, -3.667], [2.578, 3.230, -5.079], [0.505, 4.496, -4.544], [-0.919, 3.833, -2.650], [-2.261, 1.258, -2.790], [-4.674, 1.779, -2.523], [-5.472, 2.937, -0.485], [-3.865, 3.572, 1.281], [-1.443, 3.076, 0.992], [-2.646, -2.185, -4.556], [-2.136, -1.920, -3.217], [-1.021, -1.226, -2.929], [-0.304, -0.750, -3.974], [-0.693, -1.015, -1.744], [-3.551, -2.777, -4.467], [-1.934, -2.762, -5.146], [-2.894, -1.262, -5.084], [-2.688, -2.182, -2.419], [-0.512, -1.016, -4.920], [0.595, -0.343, -3.788]],
  "forces_ev_per_a": [[-0.053, 0.243, -0.422], [-0.017, -0.051, -0.117], [0.048, -0.021, 0.072], [0.044, -0.015, -0.057], [-0.158, -0.162, 0.127], [0.020, 0.073, 0.174], [-0.114, 0.344, -0.345], [-0.007, -0.224, 0.144], [-0.070, 0.098, 0.018], [-0.052, -0.130, 0.096], [0.005, -0.060, 0.020], [-0.030, 0.001, -0.049], [-0.035, -0.062, 0.060], [0.413, 0.161, -0.053], [0.001, 0.009, -0.030], [0.016, 0.019, 0.046], [-0.013, -0.039, 0.023], [-0.012, -0.021, -0.012], [0.007, -0.002, -0.023], [-0.010, 0.025, -0.007], [0.012, 0.046, 0.015], [0.023, 0.002, -0.022], [0.017, 0.093, -0.030], [0.202, 0.051, -0.093], [0.057, 0.002, -0.200], [-0.054, -0.091, 0.055], [-0.390, -0.117, 0.202], [0.208, -0.123, -0.119], [-0.022, -0.029, 0.132], [-0.087, 0.087, -0.021], [0.033, -0.018, -0.027], [-0.024, 0.090, -0.095], [0.108, -0.065, 0.000], [0.017, 0.016, 0.191], [0.092, -0.034, -0.037], [-0.036, -0.127, -0.134], [-0.006, -0.021, -0.034], [0.012, 0.015, 0.006], [-0.013, 0.013, 0.031], [0.066, 0.108, 0.159], [-0.037, 0.065, 0.001], [0.041, -0.034, -0.044], [0.028, 0.014, 0.056], [-0.085, 0.027, -0.063], [-0.013, -0.126, 0.046], [0.066, -0.009, 0.005], [-0.075, -0.008, -0.022], [0.013, 0.031, 0.069], [-0.010, 0.014, 0.051], [-0.017, 0.058, 0.017], [-0.026, 0.005, 0.027], [0.016, -0.021, 0.014], [0.005, -0.014, -0.003], [-0.026, 0.055, 0.040], [0.013, 0.019, 0.027], [0.022, -0.018, -0.003], [0.019, -0.016, -0.044], [-0.049, -0.004, -0.049], [0.038, 0.024, 0.055], [-0.022, -0.015, -0.053], [0.039, 0.118, -0.063], [-0.022, -0.047, 0.002], [-0.134, -0.225, 0.190], [-0.017, 0.000, 0.006], [0.019, -0.010, 0.016], [0.001, 0.012, 0.011], [-0.008, 0.001, 0.037], [0.001, 0.011, -0.009], [0.025, 0.008, 0.038]],
  "mulliken_spin": [1.375, 0.006, -0.042, -0.114, 0.840, 0.388, 0.040, 0.075, -0.004, 0.016, -0.008, 0.018, -0.011, 0.117, -0.001, 0.000, -0.002, 0.002, 0.001, 0.000, 0.001, 0.007, 0.017, -0.026, 0.019, -0.002, 0.661, 0.188, 0.106, -0.010, 0.207, -0.096, 0.076, 0.085, -0.020, 0.016, -0.005, 0.006, -0.006, 0.006, 0.001, 0.002, -0.001, 0.001, -0.002, 0.001, -0.001, 0.002, 0.002, 0.001, 0.004, 0.004, 0.003, 0.001, 0.000, 0.000, 0.000, 0.004, 0.002, 0.001, 0.000, -0.003, 0.048, 0.000, 0.000, 0.000, 0.000, 0.000, 0.003],
  "homo_lumo_gap_ev": [7.360, 5.327],
  "charge": 2,
  "homo_energy_ev": [-13.6006, -14.0551],
  "spin_multiplicity": 5
}

---

(2)
{
  "formula": "C31H35BF3NO2",
  "method": "the ωB97M-V functional and the def2-TZVPD basis",
  "symbols": ["C", "C", "C", "C", "C", "C", "O", "B", "C", "C", "C", "C", "C", "F", "F", "F", "C", "C", "C", "C", "O", "H", "H", "H", "H", "H", "H", "H", "H", "H", "H", "H", "H", "H", "H", "H", "H", "H", "H", "H", "H", "H", "C", "N", "C", "C", "C", "C", "C", "C", "C", "C", "C", "C", "C", "C", "C", "C", "C", "H", "H", "H", "H", "H", "H", "H", "H", "H", "H", "H", "H", "H", "H"],
  "xyz": [[0.381, -2.006, -0.731], [-1.087, -2.271, -0.436], [-1.220, -3.715, 0.048], [-1.839, -1.250, 0.570], [-1.799, -1.611, 2.048], [-1.322, 0.182, 0.456], [-3.181, -1.313, 0.141], [-3.121, -1.678, -1.258], [-4.165, -2.939, -1.533], [-3.853, -3.926, -2.464], [-4.681, -5.045, -2.634], [-5.831, -5.160, -1.871], [-6.773, -6.323, -2.088], [-7.149, -6.899, -0.899], [-7.928, -5.927, -2.719], [-6.220, -7.313, -2.851], [-6.133, -4.214, -0.905], [-5.290, -3.107, -0.736], [-3.316, -0.233, -2.166], [-3.435, -0.526, -3.626], [-1.806, -2.129, -1.637], [0.971, -2.039, 0.193], [0.755, -2.795, -1.398], [0.541, -1.044, -1.230], [-0.525, -3.888, 0.880], [-2.246, -3.937, 0.370], [-0.964, -4.394, -0.774], [-0.765, -1.595, 2.416], [-2.374, -0.856, 2.602], [-2.243, -2.595, 2.237], [-0.349, 0.278, 0.953], [-1.217, 0.515, -0.581], [-2.027, 0.854, 0.962], [-2.958, -3.851, -3.081], [-4.431, -5.812, -3.358], [-7.020, -4.334, -0.291], [-5.534, -2.375, 0.029], [-4.186, 0.281, -1.754], [-2.464, 0.411, -1.983], [-3.854, 0.341, -4.145], [-2.432, -0.738, -4.023], [-4.084, -1.381, -3.844], [2.210, 6.777, 3.287], [2.750, 5.630, 2.588], [2.092, 4.872, 1.661], [2.915, 3.786, 1.264], [2.536, 2.782, 0.353], [3.474, 1.942, -0.338], [4.775, 2.410, -0.685], [5.723, 1.562, -1.241], [5.416, 0.222, -1.497], [4.118, -0.240, -1.244], [3.149, 0.606, -0.713], [4.167, 3.931, 2.040], [5.330, 3.190, 2.229], [6.314, 3.640, 3.130], [6.129, 4.798, 3.900], [4.962, 5.553, 3.741], [4.022, 5.105, 2.822], [2.954, 7.134, 4.004], [1.976, 7.582, 2.579], [1.296, 6.509, 3.834], [1.093, 5.095, 1.282], [1.463, 2.646, 0.166], [5.029, 3.455, -0.510], [6.715, 1.947, -1.476], [6.170, -0.442, -1.917], [3.865, -1.275, -1.478], [2.132, 0.253, -0.539], [5.462, 2.254, 1.686], [7.238, 3.069, 3.245], [6.889, 5.106, 4.616], [4.809, 6.458, 4.319]],
  "forces_ev_per_a": [[0.288, 0.094, 0.228], [-0.428, 0.121, 0.186], [0.018, -0.084, 0.328], [0.058, -0.459, -0.181], [0.158, -0.212, 0.083], [0.344, 0.414, -0.240], [1.070, -0.299, 1.048], [-1.769, 1.394, -2.182], [0.615, 0.959, 0.111], [-0.584, -0.719, -0.266], [0.428, 0.531, -0.119], [-0.321, -0.718, -0.060], [0.150, 0.142, 0.128], [0.045, 0.272, -0.948], [0.703, -0.544, 0.481], [-0.587, 0.578, 0.506], [0.194, 0.616, 0.167], [-0.829, -0.740, -0.146], [-0.902, -1.682, 1.191], [-0.024, 0.401, -0.757], [1.647, -0.178, 0.724], [0.049, 0.028, -0.036], [-0.090, 0.168, 0.101], [-0.195, -0.068, 0.027], [-0.155, -0.175, 0.022], [0.249, 0.062, -0.097], [-0.045, 0.161, 0.130], [-0.118, -0.089, 0.077], [0.097, -0.200, -0.081], [0.108, 0.228, -0.036], [0.094, 0.011, 0.042], [-0.035, -0.132, 0.203], [0.072, -0.142, -0.111], [-0.111, 0.124, 0.228], [-0.028, 0.054, 0.015], [0.027, 0.002, -0.016], [0.115, -0.036, -0.079], [-0.290, 0.177, -0.167], [0.243, 0.131, 0.048], [0.126, -0.055, -0.442], [-0.279, -0.062, -0.161], [0.073, 0.047, 0.058], [-0.381, 0.550, 0.098], [-1.334, -0.915, -1.654], [0.868, 0.364, 1.269], [0.222, -0.617, -0.399], [0.237, 0.902, 0.428], [0.696, -0.745, -0.555], [-0.150, -0.084, 0.271], [-0.106, 0.133, -0.007], [-0.523, 0.269, 0.194], [0.039, -0.102, -0.097], [-0.092, 0.526, 0.276], [0.145, 0.835, 0.365], [0.496, -0.177, 0.226], [-0.436, -0.206, -0.170], [-0.413, 0.031, -0.502], [0.415, -0.226, 0.076], [0.084, -0.807, -0.062], [-0.280, -0.047, -0.223], [0.102, -0.182, 0.188], [0.293, -0.010, -0.173], [0.309, 0.113, 0.361], [0.354, -0.003, -0.020], [-0.067, -0.261, -0.018], [-0.263, -0.054, 0.019], [-0.219, 0.135, 0.113], [-0.039, 0.342, 0.088], [0.263, -0.087, -0.010], [0.159, 0.301, 0.194], [-0.403, 0.119, -0.036], [-0.198, -0.036, -0.226], [0.046, -0.183, -0.020]],
  "mulliken_charge": [-2.031, 2.191, -2.222, 1.751, -1.955, -1.974, -0.549, 1.076, 0.001, 0.014, -0.848, 0.332, 0.830, -0.273, -0.263, -0.286, -0.950, -0.774, -0.186, -1.277, -0.623, 0.358, 0.470, 0.309, 0.407, 0.292, 0.449, 0.316, 0.462, 0.350, 0.315, 0.245, 0.410, 0.355, 0.404, 0.347, 0.413, 0.393, -0.039, 0.382, 0.246, 0.161, -0.865, 0.155, -0.914, 0.930, -0.895, 0.494, -0.782, -0.446, -0.546, -0.333, 0.114, 0.661, -0.049, -0.818, -0.704, -0.852, 0.474, 0.248, 0.342, 0.349, 0.462, 0.509, 0.563, 0.417, 0.404, 0.454, 0.095, 0.487, 0.385, 0.395, 0.237],
  "homo_lumo_gap_ev": 2.201,
  "charge": 0,
  "homo_energy_ev": -5.8218,
  "de_lowest_ev": 2.289
}

---

> What is the formula in the first record?

C25H32N6O2PdS2Si